[1]
8
Properties=species:S:1:pos:R:3:forces:R:3:nbo_charge:R:1 method="wB97M-V/def2-TZVPD" total_charge=+1 spin_multiplicity=1
O -0.135614 -0.859908 -0.277064 0.8 -2.0 -4.5 0.049
O -0.004793 -0.007499 0.772216 4.2 2.1 1.4 0.339
O 0.962211 -0.585204 -1.265164 -0.1 -2.0 1.5 -0.346
O -0.922028 -0.378778 1.663764 -0.7 -0.3 1.7 -0.262
O -0.073775 1.310687 0.239316 -2.9 -1.1 -2.6 -0.327
H -1.771124 -0.034573 1.368010 -1.0 0.4 -0.6 0.508
H 1.566169 -1.460514 -1.298810 -2.0 2.1 0.7 0.524
H 0.377643 1.915032 0.790224 1.7 0.8 2.2 0.514

=====

[2]
20
Properties=species:S:1:pos:R:3:forces:R:3:lowdin_spin:R:1 method="wB97M-V/def2-TZVPD" total_charge=+1 spin_multiplicity=2
N 2.693883 0.392361 -0.549462 -4.5 -2.1 -0.9 0.646
N -2.497026 -0.623102 0.319238 0.2 -1.0 1.0 0.035
N -1.680370 1.518128 1.009855 0.7 0.1 0.1 0.005
C -1.258104 -1.444439 0.477761 -0.8 1.0 -1.0 0.008
C -2.679499 0.554814 0.726249 -0.2 -0.6 -1.3 0.004
C 2.589690 -0.913647 0.094727 2.1 -1.1 -0.4 0.084
C 2.133992 0.488953 -1.919611 1.7 0.9 -1.1 0.075
H 3.052389 -1.674558 -0.558896 -0.3 0.3 0.1 0.004
H -1.732281 2.221752 0.259409 0.0 -0.2 0.7 0.000
H -3.705463 0.948746 0.721400 0.1 -0.3 -0.1 0.002
H 1.551527 -1.303927 0.339964 0.6 1.1 -0.3 0.047
H -1.945227 1.942490 1.891984 0.2 0.5 -0.1 0.000
H -0.415698 -0.839927 0.842748 0.0 -0.1 0.1 0.004
H -1.493810 -2.249282 1.186152 0.1 0.3 -0.2 0.001
H 2.144294 1.023889 0.003759 0.7 1.4 0.9 0.016
H 1.018471 0.393729 -1.992192 0.7 0.0 0.8 0.043
H 2.577328 -0.280701 -2.570437 -0.1 0.2 0.4 0.002
H 3.219022 -0.915956 0.993849 -0.5 0.2 0.1 0.012
H -1.013111 -1.896636 -0.513434 -0.2 0.3 0.8 0.000
H 2.410675 1.504587 -2.336479 -0.4 -1.1 0.5 0.011

=====

[3]
13
Properties=species:S:1:pos:R:3:forces:R:3:lowdin_spin:R:1 method="wB97M-V/def2-TZVPD" total_charge=+1 spin_multiplicity=3
Cl -0.743036 3.197264 -1.473061 -0.2 -0.2 0.3 0.197
N 0.354327 -0.289478 0.217117 -1.2 -0.4 -1.0 0.151
N -1.392090 0.619510 -0.859323 -1.5 -2.0 0.1 0.122
C 0.863139 0.908026 -0.095616 -1.8 3.6 -2.6 0.652
C -0.517561 1.645881 -0.968672 4.2 -0.2 1.2 0.583
C -0.870524 -0.458123 -0.279307 -0.6 0.0 0.0 0.230
C 0.968898 -1.300907 0.951468 1.5 -3.9 3.8 0.009
H 2.014086 -1.750957 0.654757 -2.1 1.3 -0.3 0.004
H 0.188186 -2.187922 0.942684 1.9 1.6 0.4 -0.001
H -2.306891 0.520463 -1.289875 0.1 0.5 0.0 0.002
H 1.691784 1.438470 0.315788 0.2 -0.1 0.4 0.040
H 1.187899 -0.954626 2.072371 -0.9 -0.7 -2.3 0.004
H -1.438218 -1.387601 -0.188331 0.3 0.4 0.0 0.006

=====

[4]
15
Properties=species:S:1:pos:R:3:forces:R:3:nbo_charge:R:1 method="wB97M-V/def2-TZVPD" spin_multiplicity=1 smiles="O=P(=O)Cl.c1ccncc1"
Cl -4.728974 -0.714359 0.291794 -0.2 0.5 0.7 -0.181
P -4.508114 1.239703 0.053616 -1.2 1.4 0.5 2.118
O -4.445889 1.555116 -1.350461 0.3 -0.2 -1.1 -0.996
O -4.658291 2.255889 1.111258 0.3 -1.8 0.0 -0.973
N -1.807735 -0.699335 -0.453800 -1.6 1.6 0.7 -0.430
C 0.559727 -1.131814 -0.484904 -1.7 -0.4 0.0 -0.238
C -1.677592 0.428672 0.247376 2.4 0.0 -0.7 0.033
C 0.705062 -0.002442 0.287722 -1.9 -0.4 -1.5 -0.164
C -0.397210 0.812142 0.599104 0.9 -1.4 0.2 -0.227
C -0.761595 -1.425441 -0.786851 -1.3 -0.1 -0.2 0.030
H -0.113071 1.674837 1.116919 -0.3 1.5 0.6 0.219
H -1.209706 -2.187646 -1.393507 1.2 -1.1 -0.4 0.209
H 1.284447 -1.777893 -0.934767 0.8 0.1 0.2 0.230
H -2.414584 1.237319 0.333718 -0.3 -0.7 0.2 0.158
H 1.644374 0.390613 0.309714 2.6 1.1 1.0 0.210

=====

[5]
46
Properties=species:S:1:pos:R:3:forces:R:3:nbo_charge:R:1 method="wB97M-V/def2-TZVPD" total_charge=+1 spin_multiplicity=1
O -3.877490 -1.698200 1.096721 1.0 -1.5 -0.7 -0.942
O 0.165765 1.239596 -0.247368 -0.6 3.1 8.7 -0.983
O -2.641863 -3.171179 -1.489542 1.1 -2.8 0.2 -0.961
O -1.883610 3.318666 0.956105 -0.8 1.1 -2.6 -0.960
O 3.467326 3.518413 -0.210314 3.8 -2.0 0.1 -0.951
O -3.153726 0.403733 -2.621250 0.3 -0.6 1.2 -0.972
O -1.982958 -0.971542 -0.710154 0.5 -1.0 0.8 -0.991
O -2.108693 0.517046 1.658348 -0.8 0.6 0.0 -0.983
O -0.922920 1.676370 -2.905135 0.9 0.5 0.2 -1.059
O 0.914675 -0.222775 -2.248908 0.5 -0.9 0.0 -0.964
N 2.641109 0.220560 -0.220150 -2.8 6.5 1.3 -0.771
N 2.300284 -1.013575 2.445932 2.0 -1.1 1.4 -0.663
C 3.247674 -1.567619 1.353492 0.3 2.9 1.4 -0.238
C 1.181463 -1.837803 3.033599 -0.1 -0.4 -0.8 -0.432
C 3.668289 -0.148004 0.638938 2.4 -1.8 3.4 -0.236
H -2.927002 -0.015150 -3.451053 -0.1 -0.1 -0.4 0.475
H -2.043657 -3.963898 -1.319530 -0.8 1.5 -0.4 0.482
H -2.679306 3.819610 1.222014 0.5 -0.3 0.3 0.491
H 2.627356 -2.204191 0.670048 1.2 0.2 0.5 0.202
H -3.485859 -3.624214 -1.429207 -0.5 0.1 -0.1 0.486
H -1.814115 1.403687 -2.525659 0.2 0.4 -2.0 0.521
H -4.068851 -0.981918 1.666694 -0.2 1.3 1.0 0.500
H -2.697484 -1.460102 -0.225682 0.0 0.8 0.0 0.520
H 3.767990 0.703812 1.417524 -0.1 -1.7 -0.9 0.228
H -2.715290 -0.198528 -1.933156 -0.7 0.5 -0.7 0.501
H 4.253408 -1.944741 1.830120 -2.2 -0.1 -1.3 0.214
H -0.527351 1.863352 0.411559 2.7 -2.9 -2.8 0.543
H 0.438425 -0.870222 -2.761159 0.1 -0.6 -0.5 0.476
H -2.691964 1.310325 1.616494 0.8 -0.9 -0.2 0.476
H -2.137435 0.074123 0.785657 0.2 0.4 0.4 0.491
H 0.239356 -1.271408 3.047615 0.5 0.4 0.3 0.217
H -0.801995 1.928915 -3.859594 -1.0 -0.5 1.7 0.515
H -4.593810 -1.803896 0.490177 -1.1 0.0 -0.3 0.476
H 1.398743 -2.214597 4.062341 -0.1 0.2 -1.0 0.204
H 2.209934 -0.489141 -0.781158 -0.3 0.2 -1.3 0.467
H 4.669481 -0.216163 0.174372 -0.7 -0.1 -0.3 0.209
H 2.850491 1.239085 -0.575962 -0.1 -2.5 -0.9 0.478
H 3.023435 -0.904970 3.229005 -1.8 0.3 -1.2 0.363
H -0.156015 1.221950 -1.068584 -2.5 0.8 -4.3 0.454
H -1.900427 3.541436 -0.036975 0.3 -0.5 2.0 0.482
H 2.923384 4.207289 -0.440736 -2.4 2.5 -0.8 0.474
H -1.424778 -1.775686 -0.805646 0.0 1.2 -0.3 0.502
H 0.870877 -2.667935 2.356366 0.8 0.1 0.5 0.185
H 1.786687 0.737361 0.364741 1.3 -2.5 -1.3 0.511
H 0.230063 0.436452 -2.139447 0.0 0.3 -0.9 0.478
H 4.360385 3.855678 -0.521495 -1.5 -0.8 0.7 0.485

=====

[6]
9
Properties=species:S:1:pos:R:3:forces:R:3:nbo_charge:R:1 method="wB97M-V/def2-TZVPD" spin_multiplicity=1 smiles=COC
O -0.077551 0.870275 -0.147148 0.0 -0.4 0.1 -0.542
C 1.110865 0.119598 -0.211867 0.3 0.4 -0.5 -0.246
C -1.114154 -0.026143 0.203068 -0.4 0.5 -0.2 -0.254
H -1.715563 0.477932 0.961141 -0.2 -0.3 0.0 0.188
H 1.937378 0.829898 -0.319922 0.0 -0.3 0.2 0.193
H -1.736045 -0.265830 -0.665191 0.0 0.0 0.0 0.174
H -0.674288 -0.951907 0.575753 -0.4 -0.1 0.3 0.166
H 1.161102 -0.500380 0.684788 0.7 0.1 0.1 0.161
H 1.108257 -0.553440 -1.080619 0.0 0.0 0.0 0.160

=====

These records have energy above the lowest of the compared OMol25 structures with the same formula, charge and spin values of 39.4 55.3 15.5 0.0 142.3 16.4 kcal per mole, in the order they appear.